No. 1
Here is a structure of composition C4H6N4 from OMol25. Energies are from ωB97M-V with the def2-TZVPD basis set.

Output
HOMO in Ha: -0.3476
E_LUMO in eV: 0.16
Kohn-Sham gap in Ha: 0.3534

Geometry as ORCA input:
```
! RIJCOSX wB97M-V def2-TZVPD def2/J DEFGRID3
* xyz 0 1
H -1.260 1.601 -0.567
N -0.826 1.158 0.385
H -2.418 -0.713 -1.396
H -3.661 0.369 -0.033
C -1.235 -0.200 0.435
N 1.289 -1.295 0.111
C -2.681 -0.375 -0.227
C 0.081 -0.621 -0.231
H -1.318 -0.356 1.574
H -3.138 -1.368 -0.075
C 0.297 0.640 -0.317
N 2.067 -0.274 -0.026
N 1.714 1.007 -0.176
H 3.309 -0.366 0.479
*
```

---

No. 2
Here is a structure of composition C56H46Cl2IIrN5O2P3Se2 from OMol25. Energies are from ωB97M-V with the def2-TZVPD basis set.

Output
HOMO (alpha / beta) in Ha: -0.4254 / -0.4472
E_LUMO (alpha / beta) in eV: -4.27 / -7.92
Kohn-Sham gap (alpha / beta) in Ha: 0.2686 / 0.1561
Expectation value of S²: 6.01

Geometry as ORCA input:
```
! RIJCOSX wB97M-V def2-TZVPD def2/J DEFGRID3
* xyz 2 5
H -2.465 4.850 0.685
C -1.351 -2.296 -2.610
C 2.090 5.118 -0.063
C 4.722 -0.858 -2.940
H -2.647 -2.404 -0.900
C 1.893 -3.408 -3.646
C 3.345 -0.541 2.002
Se -0.636 1.023 -1.879
C 3.775 -0.832 -1.920
C -0.558 1.817 1.184
C 6.148 -1.043 -2.485
C 3.961 -4.536 -3.146
C -2.570 -2.131 -1.945
N 0.166 0.680 1.180
H 2.666 -0.357 2.837
Cl 3.173 0.779 0.845
C -0.997 2.202 7.211
H -6.961 3.390 3.807
C -1.515 -6.382 0.313
C 8.476 -1.433 -3.195
H 4.133 -0.984 -0.912
C 2.348 -4.163 -1.415
H 2.035 -4.269 -0.384
C 4.287 -0.629 -4.241
H 4.914 -4.926 -3.472
H -5.776 1.465 2.829
H -6.481 4.053 -0.516
C 3.566 -4.668 -1.823
C -0.311 3.223 7.853
C -1.536 -4.919 2.664
H -1.569 -4.341 3.575
C -5.224 2.338 3.141
C 1.300 3.986 0.005
H 3.062 5.122 0.405
H -1.384 5.094 -1.747
C 1.495 -3.526 -2.321
H 2.222 7.147 -0.725
C -3.589 -1.294 -3.947
C -1.276 2.293 5.860
H 8.661 -1.084 -2.174
H -4.446 -0.898 -4.469
N 0.480 0.380 2.421
C -5.036 2.571 -1.061
I -0.831 -2.221 1.703
C -4.521 4.570 0.165
H 8.666 -3.303 -2.659
P -1.330 3.589 3.415
H 0.033 7.116 -1.852
C 0.035 3.994 -0.577
C -5.890 3.420 3.694
H 4.208 -5.167 -1.116
P -0.004 -2.856 -1.511
C -2.392 -1.472 -4.617
H 0.159 5.309 5.235
H -1.332 -7.181 -2.985
C -3.707 2.194 -1.021
C 3.118 -3.913 -4.050
C 1.623 6.251 -0.711
C -5.445 3.754 -0.469
H 1.653 3.106 0.522
C -5.186 4.541 4.108
H -0.629 -4.850 -3.105
H -4.609 -1.523 -2.073
C -3.846 2.364 3.002
C -0.853 3.416 5.154
C -3.676 -1.635 -2.606
C -1.266 -6.606 -2.076
H -2.160 -6.731 3.632
H 4.965 -0.608 -5.079
H 9.024 -0.811 -3.910
C -2.778 3.015 -0.391
C -3.188 4.202 0.210
H 1.016 -0.227 -3.511
O 6.421 -0.957 -1.304
H -1.815 1.505 5.353
H -4.832 5.501 0.611
C -0.866 -5.273 -2.138
Se -0.628 5.440 2.566
C -0.656 2.183 2.535
C -0.745 -4.481 -1.012
C 2.074 -0.403 -3.367
C -1.179 -4.311 1.487
Ir 0.920 -0.791 -0.359
C -1.552 -7.159 -0.860
C -1.273 -1.948 -3.954
H -5.701 5.377 4.554
C -0.413 5.108 -1.275
H -0.355 -2.051 -4.507
H 6.760 -1.451 -4.401
C -0.161 4.437 5.792
O 8.881 -2.741 -3.412
H -3.388 1.275 -1.496
H 2.554 -0.183 -5.436
C -3.814 4.581 3.961
N 2.482 -0.618 -2.116
C 0.107 4.338 7.145
H 0.628 5.141 7.643
C -1.885 -6.272 2.697
H -3.321 1.512 2.590
H 4.390 -0.632 2.298
H -2.183 -8.021 1.523
C -3.146 3.491 3.413
N 7.052 -1.268 -3.455
H 3.406 -3.826 -5.087
H -1.824 -8.199 -0.779
C 2.936 -0.391 -4.448
N 0.012 1.258 3.242
C -1.121 -5.000 0.256
C 0.383 6.238 -1.334
H -0.103 3.150 8.910
H -3.249 5.451 4.273
Cl 2.815 -2.016 1.202
C -1.888 -6.982 1.533
H -1.332 1.339 7.768
P -1.024 2.531 -0.392
H -2.324 -1.237 -5.668
H -5.751 1.944 -1.571
H 1.263 -2.940 -4.383
*
```

---

No. 3
Here is the ion C7H7F2N2S with charge +1 from OMol25. Energies are from ωB97M-V with the def2-TZVPD basis set.

Output
SMILES: [NH3+][C@H]1Sc2cc(F)ccc2N1F
HOMO in Ha: -0.4591
E_LUMO in eV: -3.69
Kohn-Sham gap in Ha: 0.3236

Geometry as ORCA input:
```
! RIJCOSX wB97M-V def2-TZVPD def2/J DEFGRID3
* xyz 1 1
C 0.140 0.541 0.235
C 0.045 -0.051 -1.017
N -0.528 -2.551 1.469
H -0.348 -2.969 2.376
C 0.022 1.878 0.392
H -0.349 3.758 -0.700
S 0.287 -1.775 -1.018
H 1.627 -2.208 0.989
F -0.400 2.846 -2.978
C -0.243 2.064 -1.926
F 1.398 -0.031 2.219
H 0.257 2.270 1.337
H -1.349 -1.957 1.536
N 0.272 -0.364 1.360
C 0.590 -1.725 0.861
C -0.118 2.669 -0.663
H -0.374 0.206 -3.150
C -0.090 0.684 -2.153
H -0.840 -3.287 0.830
*
```

---

No. 4
Here is the molecule C4H4N2O from OMol25. Energies are from ωB97M-V with the def2-TZVPD basis set.

Output
SMILES: OC=C1C=NN=C1
HOMO in Ha: -0.3391
E_LUMO in eV: -0.66
Kohn-Sham gap in Ha: 0.3147

Geometry as ORCA input:
```
! RIJCOSX wB97M-V def2-TZVPD def2/J DEFGRID3
* xyz 0 1
H 2.587 -1.386 -0.188
H -0.283 -2.095 0.349
O 2.412 -0.226 -0.080
N -2.251 0.417 -0.182
C 1.293 0.440 -0.127
C -1.113 1.048 0.068
H -1.295 2.156 0.198
N -2.047 -0.900 -0.136
C -0.068 0.150 0.231
C -0.818 -1.129 0.057
H 1.582 1.525 -0.190
*
```

---

Number 1: DFT total energy -10197.6960 eV. Number 2: DFT total energy -264894.1011 eV. Number 3: DFT total energy -26613.2119 eV. Number 4: DFT total energy -9236.3781 eV.